Entry from the Open Molecules 2025 dataset: the molecule C4H7NOSi at a distorted geometry (ωB97M-V/def2-TZVPD).

XYZ file:
```
14
Properties=species:S:1:pos:R:3:forces:R:3:mulliken_charge:R:1
N 2.439703 -0.036791 0.465879 2.72 0.98 2.41 -0.40
Si 1.104689 -0.141870 -0.534074 -3.55 2.85 2.97 0.23
C -0.388989 1.265363 -0.226411 2.36 0.23 -0.94 -0.49
C -1.636443 0.830615 -0.027706 -1.34 1.13 -1.94 -0.13
C -1.990371 -0.601789 -0.043941 2.04 0.34 0.90 -0.43
C -1.108134 -1.618469 0.023803 -0.02 1.41 -0.07 -0.07
O 0.222671 -1.460661 -0.115985 0.01 -1.12 -0.07 -0.26
H 2.812454 0.528162 1.291857 -1.86 -0.64 -1.77 0.25
H 3.203309 -0.692457 0.382309 -0.16 -0.37 -0.66 0.21
H 1.437188 -0.157135 -1.859889 0.79 -0.31 -2.32 -0.13
H -0.305536 2.379574 -0.458762 0.27 -1.57 0.61 0.30
H -2.449607 1.680744 -0.196431 1.28 -2.25 0.85 0.19
H -2.939688 -0.908466 0.185628 -2.47 -0.40 0.30 0.36
H -1.402358 -2.614581 0.305129 -0.06 -0.29 -0.28 0.35
```
Positions in Å, forces in eV/Å.

SMILES: N[Si@@H]1C=CC=CO1
Relative energy (zero: lowest compared OMol25 entry of this formula, charge and spin): 104.8 kJ/mol
Net charge: 0
Gap between HOMO and LUMO: 9.02 eV

***

Entry from the Open Molecules 2025 dataset: a structure of composition C10H16ClI2NOOsP at a distorted geometry (ωB97M-V/def2-TZVPD).

XYZ file:
```
33
Properties=species:S:1:pos:R:3:forces:R:3:mulliken_charge:R:1
I -1.110834 -2.673263 -0.878586 0.92 0.11 0.83 0.64
I -1.181138 2.564573 -0.754790 1.09 -0.03 0.78 0.60
Os 0.168298 -0.026040 0.043071 1.05 -0.12 0.37 1.30
P 0.213524 0.003704 -2.229143 0.43 0.49 -5.11 -0.40
C -1.391503 -0.012300 -3.140911 0.27 0.00 0.56 -0.74
C 1.116973 1.401255 -3.017009 -0.07 -0.21 0.78 -1.03
H 2.101021 -1.456832 -2.554419 -0.01 -0.18 -0.12 0.39
H 1.287910 -1.124833 -4.112218 -0.24 0.01 0.23 0.43
H 0.586708 -2.302983 -2.963954 0.16 -0.16 -0.18 0.40
C 1.134216 -1.361333 -3.052472 -0.04 -0.01 0.79 -1.02
H 2.084525 1.498703 -2.519006 -0.02 0.17 -0.14 0.39
H 1.276198 1.185929 -4.079971 -0.19 0.06 0.21 0.44
H -1.214444 -0.004312 -4.221514 0.13 -0.01 0.20 0.39
H -1.977668 0.864904 -2.865362 -0.13 -0.20 -0.21 0.35
H 0.557083 2.333275 -2.911545 0.10 0.18 -0.15 0.40
H -1.947555 -0.914037 -2.876832 -0.16 0.16 -0.20 0.36
C -1.700236 -0.029417 0.267037 -6.79 -0.39 0.86 -0.11
O -2.852228 -0.032457 0.449076 4.10 0.09 -0.61 -0.23
Cl 2.476253 -0.074128 -0.132599 -1.01 -0.13 0.28 -0.23
C 0.094478 0.059049 6.403442 -0.21 -0.19 -0.03 -1.38
C 0.049756 0.027686 4.925554 0.61 0.57 1.10 1.07
C 0.959025 0.809287 4.204445 0.35 0.16 -1.51 -0.85
C 0.908013 0.781307 2.822846 0.39 0.69 0.84 -0.10
N 0.039952 0.019056 2.138696 -0.20 -0.42 0.03 -0.23
C -0.837242 -0.729897 2.840948 -0.20 -0.55 1.61 0.08
C -0.857481 -0.743951 4.235301 -0.47 -0.38 -1.90 -0.92
H 1.089060 -0.248352 6.729476 0.07 0.14 0.16 0.39
H -0.090812 1.082334 6.732347 0.14 0.06 0.19 0.38
H -0.642819 -0.598427 6.852527 -0.04 -0.02 0.05 0.38
H 1.735421 1.421440 4.658480 -0.27 -0.16 0.16 0.47
H 1.559731 1.358672 2.193159 0.38 0.28 0.22 0.52
H -1.496750 -1.392839 2.302826 -0.13 0.07 -0.08 0.45
H -1.577933 -1.358372 4.754799 -0.02 -0.09 -0.02 0.41
```
Positions in Å, forces in eV/Å.

<S²>: 6.035
Multiplicity: 5
Net charge: +3
Gap between HOMO and LUMO (alpha / beta): 5.86 / 4.73 eV

***

Entry from the Open Molecules 2025 dataset: a structure of composition C23H22ClNPTm at a distorted geometry (ωB97M-V/def2-TZVPD).

XYZ file:
```
49
Properties=species:S:1:pos:R:3:forces:R:3:mulliken_charge:R:1
Tm -1.305801 -0.772913 1.635499 -1.01 2.91 2.67 0.16
Cl -0.852502 1.207460 3.038406 -0.48 -0.84 -0.36 -0.40
P -0.163078 0.860561 -0.169066 0.14 -0.27 -0.58 1.24
C -1.612218 0.038176 -0.962358 -0.01 -0.09 0.20 -0.25
C -1.423691 -0.867506 -2.025087 -0.36 0.23 0.39 -0.31
C -2.528651 -1.530241 -2.553710 -0.20 -0.01 0.14 -0.65
C -3.793232 -1.373016 -1.964259 0.07 -0.15 -0.35 -0.51
C -3.972371 -0.582128 -0.825814 -0.04 -0.05 0.16 -0.78
C -2.888238 0.142222 -0.309496 0.60 -0.49 -0.46 -0.14
C -0.383157 2.629524 -0.418349 -0.29 0.24 0.55 0.84
C 0.427928 3.506441 0.323959 -0.36 -0.32 -0.12 -0.58
C 0.168096 4.869117 0.287235 0.13 0.00 -0.04 -0.65
C -0.891411 5.365608 -0.470393 0.01 -0.41 -0.12 -0.54
C -1.681554 4.489723 -1.210867 -0.16 -0.05 -0.18 -0.67
C -1.441426 3.119755 -1.191471 0.21 -0.08 0.28 -0.25
C 1.351534 0.366399 -0.996944 0.05 -0.36 -0.04 0.36
C 2.352483 -0.323296 -0.278594 -0.49 0.29 -0.35 -0.19
C 3.592181 -0.525021 -0.870086 0.15 0.03 -0.23 -0.61
C 3.824093 -0.074599 -2.174551 -0.22 0.09 -0.01 -0.48
C 2.797219 0.522038 -2.915539 -0.18 0.05 0.02 -0.73
C 1.555262 0.755849 -2.324768 0.38 -0.04 -0.03 -0.33
H 1.213613 3.093084 0.952516 -0.03 0.22 -0.08 0.38
H 0.789458 5.548626 0.859136 -0.06 -0.06 -0.03 0.42
H -1.107436 6.426691 -0.486031 0.05 -0.06 0.02 0.42
H -2.509258 4.859675 -1.808815 0.14 0.05 0.10 0.42
H -2.074403 2.420997 -1.737147 0.08 0.35 0.01 0.36
H -0.410311 -1.065274 -2.391104 -0.47 0.26 -0.08 0.47
H -2.390858 -2.183318 -3.419896 -0.17 0.19 0.34 0.45
H -4.646211 -1.894463 -2.408026 0.28 0.18 0.27 0.43
H -4.954112 -0.534587 -0.339535 0.41 0.07 -0.27 0.48
H -3.022862 0.789697 0.583435 -0.05 0.07 -0.65 0.75
H 2.134077 -0.682496 0.731519 0.25 0.24 -0.18 0.19
H 4.393605 -1.014310 -0.322578 -0.16 0.07 -0.08 0.42
H 4.811633 -0.176937 -2.625556 -0.29 -0.09 0.15 0.42
H 2.954777 0.824597 -3.952669 0.07 -0.10 0.36 0.40
H 0.744291 1.238734 -2.880627 0.41 -0.05 0.16 0.50
H -0.715773 -2.044681 0.179578 2.37 0.43 -0.45 0.31
H -0.015363 -1.636179 0.383661 -0.91 -1.61 -1.44 0.17
C 1.705965 -4.222491 3.433208 0.60 0.81 0.26 -0.10
C 2.149458 -2.954236 3.826870 -0.40 0.17 0.00 -0.72
C 1.374261 -1.843442 3.508672 -0.68 -0.30 -0.56 -0.08
N 0.215362 -1.964109 2.803190 0.14 -1.20 0.57 -0.08
C -0.254175 -3.206222 2.483023 1.65 0.57 0.68 0.23
C 0.509105 -4.340691 2.743173 -0.88 -0.40 -0.40 -1.03
H 2.319581 -5.087456 3.679037 -0.27 0.07 -0.20 0.44
H 3.074726 -2.797536 4.379034 -0.24 -0.19 -0.11 0.41
H 1.628979 -0.833198 3.812152 0.07 -0.09 -0.15 0.47
H -1.244724 -3.221800 1.994950 0.32 -0.54 0.03 0.53
H 0.195148 -5.322828 2.395079 -0.17 0.24 0.20 0.41
```
Positions in Å, forces in eV/Å.

<S²>: 2.003
Relative energy (zero: lowest compared OMol25 entry of this formula, charge and spin): 0.0 kJ/mol
Multiplicity: 3
Net charge: +2
Gap between HOMO and LUMO (alpha / beta): 7.15 / 7.15 eV

***

Entry from the Open Molecules 2025 dataset: the molecule C7H6BrN3O2S at a distorted geometry (ωB97M-V/def2-TZVPD).

XYZ file:
```
20
Properties=species:S:1:pos:R:3:forces:R:3:mulliken_charge:R:1
C 0.842725 -0.750176 -2.099293 1.35 0.30 -2.25 -0.40
C 0.840165 0.655907 -2.409345 -1.54 -2.41 2.59 -0.69
C 0.424154 -1.230324 -0.897242 -0.34 1.63 -0.82 -0.80
C 0.211793 1.539154 -1.606334 -0.67 1.78 0.59 -0.52
C -0.174420 -0.317024 -0.025906 0.14 -1.17 -0.77 0.38
C -0.384474 1.026347 -0.390323 0.54 1.76 -1.19 1.22
C -0.666891 -0.819213 1.239391 -1.24 -0.38 0.20 0.58
N -0.322411 -0.418233 2.393459 0.58 -0.06 1.40 -0.54
N -1.139988 1.740552 0.435830 -0.48 -0.81 1.20 -0.53
N -1.536943 -1.868565 1.179728 -0.81 -0.91 1.35 -0.46
O 2.111068 -0.154272 1.728736 0.16 -0.15 -0.41 -0.50
O 1.349500 0.777610 3.857544 -0.17 0.38 1.86 -0.55
S 1.067772 0.490644 2.499950 0.20 0.10 -1.51 0.87
Br -1.479695 3.503486 0.216438 0.18 0.32 -0.44 -0.03
H 1.235728 -1.518525 -2.850210 -0.42 1.48 1.04 0.29
H 1.214550 0.999847 -3.263304 1.68 1.07 -3.53 0.54
H 0.598213 -2.265961 -0.842107 -0.35 -1.11 1.31 0.44
H 0.109259 2.679942 -1.884930 0.24 -2.61 0.72 0.16
H -2.373158 -1.904008 0.648897 -0.10 0.63 -1.88 0.24
H -1.926946 -2.167186 2.069022 1.03 0.18 0.55 0.31
```
Positions in Å, forces in eV/Å.

Relative energy (zero: lowest compared OMol25 entry of this formula, charge and spin): 105.3 kJ/mol
Net charge: 0
Gap between HOMO and LUMO (alpha / beta): 7.32 / 6.71 eV

***

Calculated total energy? In order: -15676.4604; -54614.3507; -77024.4093; -96794.9264 eV.
M? In order: 113.2; 676.7; 547.8; 276.1 Da.